one | # C5H10NO3P

C5H10NO3P as an isolated structure (wB97M-V/def2-TZVPD, OMol25).

Output
HOMO: -9.5729 eV
LUMO energy: 0.7053 eV
HOMO-LUMO gap: 0.378 hartree

```
20
Properties=species:S:1:pos:R:3:nbo_charge:R:1
H 0.261 0.003 1.279 0.189
C 1.674 -1.057 -1.614 0.751
H 0.861 -2.074 1.423 0.378
H 0.939 1.387 0.352 0.220
O 1.054 -1.545 -2.539 -0.546
C -0.796 0.470 -0.529 -0.407
H 0.873 -2.941 -0.051 0.390
H -1.827 2.198 0.376 0.205
H -1.555 -0.186 -0.367 0.199
H -2.254 1.799 -1.240 0.212
N 1.414 -2.268 0.523 -0.861
C 0.507 0.300 0.337 -0.378
H 3.637 -2.601 -0.006 0.517
H -0.498 0.161 -1.592 0.212
O 2.900 -0.435 -1.829 -0.751
O 4.222 -1.789 -0.114 -1.002
P 3.454 -0.349 -0.196 1.311
C 1.585 -0.973 -0.145 -0.243
C -1.403 1.934 -0.532 -0.603
H -0.736 2.600 -0.992 0.208
```

=====

two | # C5H10NO3P

C5H10NO3P as an isolated structure (wB97M-V/def2-TZVPD, OMol25).

Output
HOMO (alpha / beta): -7.9828 / -7.9883 eV
LUMO energy (alpha / beta): -0.3477 / -0.3627 eV
HOMO-LUMO gap (alpha / beta): 0.281 / 0.280 hartree

```
20
Properties=species:S:1:pos:R:3:nbo_charge:R:1
C -1.563 -0.397 0.765 0.714
H 0.944 0.901 0.877 0.192
O -3.119 2.238 0.212 -0.987
H -3.671 1.486 0.544 0.495
H 2.181 -0.695 1.744 0.209
H -0.888 0.323 -2.602 0.405
P -1.594 1.898 0.323 1.364
H 0.954 1.354 -0.896 0.198
O -1.601 -1.482 1.294 -0.536
C 0.925 0.604 -0.127 -0.281
C 1.545 -0.724 -0.300 -0.486
N -1.467 -0.095 -1.764 -0.829
O -1.559 0.852 1.602 -0.824
C 2.547 -0.955 0.792 -0.597
H 2.880 -2.003 0.826 0.216
C -1.373 0.301 -0.492 -0.281
H -1.424 -1.144 -1.951 0.389
H 2.083 -0.674 -1.366 0.204
H 0.791 -1.534 -0.190 0.231
H 3.407 -0.255 0.708 0.204
```

=====

The structure with the most favorable energy is one; the runner-up is 197.6 kJ/mol above it.

=====

one | # C17H26AuF6N3OPSSb

C17H26AuF6N3OPSSb as an isolated structure (wB97M-V/def2-TZVPD, OMol25).

Output
Multiplicity: 2
HOMO (alpha / beta): -17.6136 / -17.5039 eV
Charge: +3
LUMO energy (alpha / beta): -11.6575 / -11.7432 eV
HOMO-LUMO gap (alpha / beta): 0.219 / 0.212 hartree

```
57
Properties=species:S:1:pos:R:3:lowdin_spin:R:1
C 0.923 3.459 1.498 -0.001
H -3.266 -1.132 0.186 0.000
C -1.129 3.710 -3.260 -0.001
F -0.550 0.252 -1.280 0.003
H -1.679 -2.187 1.533 0.000
H 2.056 3.635 -1.011 0.000
C 0.099 4.243 -3.692 -0.010
C 2.803 -1.597 4.964 0.115
S 2.710 -0.257 0.726 0.576
H 0.780 3.127 2.527 0.000
F 1.492 -1.267 -1.651 0.015
H -2.598 2.152 0.536 0.000
H -1.877 2.509 2.121 0.000
H 0.180 4.635 -4.697 0.000
C 1.228 4.263 -2.856 -0.001
H -2.160 2.703 -1.710 0.000
H -1.998 3.751 -3.901 0.000
C -0.088 3.184 -1.170 -0.007
H -1.617 -4.829 0.487 0.000
C 3.883 -1.420 2.851 0.110
H 0.275 -3.284 0.888 0.000
H -2.191 -1.260 -1.203 0.000
N 1.626 -0.631 3.151 0.068
P -0.211 2.583 0.424 -0.011
H 1.962 3.308 1.209 0.002
H -4.010 -2.861 -1.432 0.000
C -1.877 2.775 1.063 -0.003
C -1.128 -4.318 -0.337 0.000
H 4.803 -2.295 4.582 -0.003
C -3.216 -3.069 -0.719 0.001
H -1.747 -3.484 -2.140 0.000
O 0.476 -0.063 2.762 0.044
N -2.188 -3.973 -1.353 0.000
C 3.919 -1.821 4.172 -0.022
F 1.511 1.119 -2.680 0.000
Sb 0.491 -0.400 -2.988 0.001
H -0.403 -4.993 -0.782 0.000
H 2.794 -1.879 6.010 0.005
H 4.730 -1.571 2.192 0.002
F 1.367 -1.122 -4.428 0.000
Au 0.067 0.114 0.691 0.047
F -0.720 -1.860 -2.810 0.000
F -0.851 0.573 -3.801 0.000
H 0.124 -2.645 -0.740 0.000
H 0.778 -0.795 5.003 0.001
C 1.668 -1.003 4.431 0.020
C 1.161 3.694 -1.622 -0.004
C -1.224 3.149 -2.028 -0.004
H 2.149 4.722 -3.186 0.000
N -1.363 -1.965 0.595 0.013
H -2.619 -4.813 -1.725 0.000
C -2.534 -1.767 -0.307 0.001
C 2.736 -0.806 2.319 0.044
H 0.667 4.517 1.408 0.000
H -3.638 -3.601 0.129 0.000
H -2.140 3.830 0.948 -0.001
C -0.434 -3.035 0.103 0.000
```

=====

two | # C17H26AuF6N3OPSSb

C17H26AuF6N3OPSSb as an isolated structure (wB97M-V/def2-TZVPD, OMol25).

Output
Multiplicity: 2
HOMO (alpha / beta): -17.5634 / -17.5638 eV
Charge: +3
LUMO energy (alpha / beta): -11.0445 / -12.0983 eV
HOMO-LUMO gap (alpha / beta): 0.240 / 0.201 hartree

```
57
Properties=species:S:1:pos:R:3:lowdin_spin:R:1
C 2.401 -0.734 2.347 0.042
H -1.424 2.281 2.369 0.000
F -1.108 -1.973 -2.921 0.000
C -0.893 -4.438 -0.606 0.000
C 1.527 2.746 1.466 0.005
H -2.366 -1.410 -1.109 0.000
C -1.023 3.976 -3.008 0.000
C 2.279 -0.771 5.129 0.107
H 4.328 -1.426 5.085 -0.003
H -2.568 -5.017 -1.712 0.000
H 0.214 -2.685 -1.153 0.001
C 1.379 4.238 -2.791 0.000
H 0.222 4.981 -4.435 0.000
F 1.190 -1.088 -2.135 0.001
H -1.876 -3.609 -2.245 0.000
H -1.366 3.896 1.615 0.000
O 0.100 0.040 2.443 0.027
C -2.443 -2.015 -0.211 0.000
H 1.605 3.835 1.534 0.000
C 3.512 -1.111 3.125 0.114
H -1.209 -5.005 0.269 0.000
H -1.933 4.144 -3.567 0.000
P 0.065 2.378 0.498 0.000
Sb -0.096 -0.399 -3.345 0.000
C -3.083 -3.348 -0.567 0.000
S 2.493 -0.742 0.661 0.596
C 0.195 4.445 -3.495 -0.001
C 3.462 -1.134 4.508 -0.018
C 0.124 3.104 -1.082 0.000
C -0.203 -3.129 -0.254 0.006
H -3.995 -3.181 -1.137 0.000
H -0.228 -5.058 -1.204 0.000
N 1.244 -0.375 3.029 0.058
H -2.018 2.947 -1.430 0.000
F -1.640 0.379 -4.004 0.000
F -0.911 0.267 -1.499 0.000
H 4.412 -1.384 2.591 0.002
H 2.177 -0.768 6.206 0.005
F 0.840 1.205 -3.348 0.000
N -2.129 -4.146 -1.403 0.000
N -1.087 -2.125 0.402 0.006
F 0.611 -1.136 -4.873 0.000
C -1.407 2.820 1.422 0.000
H 2.428 2.356 0.996 0.006
H 1.412 2.337 2.468 0.000
H -1.203 -2.385 1.379 0.000
C 1.184 -0.394 4.361 0.030
H 0.235 -0.095 4.783 0.001
H -2.309 2.600 0.852 0.000
H -3.094 -1.497 0.491 0.000
H 2.316 4.610 -3.183 0.000
H 0.624 -3.346 0.420 0.005
H 2.280 3.401 -1.054 0.000
C -1.068 3.304 -1.806 0.000
C 1.355 3.557 -1.593 0.000
Au -0.212 0.030 0.411 0.010
H -3.322 -3.954 0.307 0.000
```

=====

The structure with the most favorable energy is two; the runner-up is 69.5 kJ/mol above it.

=====

one | # C3H6OS

A 2-piece molecular cluster, C3H6OS overall (wB97M-V/def2-TZVPD, OMol25).

Output
HOMO: -8.5313 eV
LUMO energy: 0.2425 eV
HOMO-LUMO gap: 0.322 hartree

```
11
Properties=species:S:1:pos:R:3:nbo_charge:R:1
S 0.702 0.463 1.702 0.147
H -0.012 2.393 -0.305 0.468
H -0.313 -1.864 1.453 0.216
C -0.305 -0.838 1.186 -0.538
O -0.793 1.336 -0.447 -0.712
H -0.658 -0.309 -1.753 0.191
C -0.046 0.297 -1.105 -0.086
H 1.394 -1.289 -0.070 0.230
H -1.242 -0.479 1.092 0.218
H 0.671 0.747 -1.867 0.173
C 0.602 -0.457 0.114 -0.307
```

=====

two | # C3H6OS

One molecule with the formula C3H6OS (wB97M-V/def2-TZVPD, OMol25).

Output
HOMO: -8.9744 eV
LUMO energy: 0.8956 eV
HOMO-LUMO gap: 0.363 hartree

```
11
Properties=species:S:1:pos:R:3:nbo_charge:R:1
H 0.217 -1.485 0.669 0.213
H 1.786 1.474 -0.205 0.232
S -1.659 0.017 0.504 1.121
H 1.820 -0.052 0.704 0.214
H -0.253 0.702 -1.414 0.248
C 0.009 0.273 -0.417 -0.329
H 0.894 1.434 1.146 0.227
O -2.757 -0.154 -0.507 -0.962
C -0.430 -1.116 -0.132 -0.585
H -0.820 -1.892 -0.708 0.258
C 1.192 0.799 0.359 -0.638
```

=====

three | # C3H6OS

One molecule with the formula C3H6OS (wB97M-V/def2-TZVPD, OMol25).

Output
Structure (SMILES): C[C@@H]1O[C@H]1S
HOMO: -9.4124 eV
LUMO energy: 0.9671 eV
HOMO-LUMO gap: 0.381 hartree

```
11
Properties=species:S:1:pos:R:3:nbo_charge:R:1
H -0.390 -0.553 -1.912 0.236
O 0.826 0.022 1.315 -0.477
C 0.250 -0.758 -1.006 -0.655
H 1.365 1.052 -0.441 0.202
C -0.359 0.631 1.022 -0.071
H -0.028 -1.712 -0.379 0.226
S -0.693 2.298 1.561 -0.046
H -0.616 1.834 2.878 0.136
H 1.142 -1.099 -1.361 0.214
H -1.208 0.070 1.157 0.181
C 0.601 0.311 -0.076 0.054
```

=====

The structure with the most favorable energy is two; the runner-up is 5.4 kJ/mol above it.